Entry 1:
C2H3F2NS | ωB97M-V with the def2-TZVPD basis set

Atoms and positions in Å:
C  0.533  -0.316  0.039
C  -0.987  -0.401  -0.018
H  1.904  1.167  -0.022
H  0.296  1.773  -0.115
H  -1.509  0.556  -0.201
N  0.929  0.955  -0.048
F  -1.345  -1.271  -0.945
F  -1.359  -0.880  1.182
S  1.537  -1.582  0.130

As for the SMILES: NC(=S)C(F)F. The value obtained for the frontier orbital gap is 9.3089 eV. As for the LUMO energy: 0.467 eV.

---

Entry 2:
C5H9O3 | ωB97M-V with the def2-TZVPD basis set

Atoms and positions in Å:
C  -1.844  -2.023  0.121
O  -3.052  -1.849  0.917
C  -0.533  -1.471  0.814
C  -0.195  -0.019  0.362
C  1.238  0.123  -0.022
C  1.709  1.329  -0.614
O  0.816  2.415  -0.362
O  2.584  1.664  -1.355
H  -1.879  -1.473  -0.785
H  -1.660  -3.149  0.174
H  -0.379  -1.523  1.996
H  0.222  -2.082  0.291
H  -0.732  0.386  -0.548
H  -0.339  0.530  1.222
H  1.832  -0.703  0.027
H  -3.096  -0.853  0.952
H  0.998  3.397  -0.886

As for the SMILES: [O-]/C(O)=C/CCCO. The value obtained for the frontier orbital gap is 5.5439 eV. As for the LUMO energy: 3.656 eV. As for the net charge: -1.

---

Entry 3:
C7H13N | ωB97M-V with the def2-TZVPD basis set

Atoms and positions in Å:
C  -0.451  -0.669  -0.552
C  -1.936  -0.718  -0.240
C  -0.114  0.181  -1.762
C  2.097  -0.921  0.733
C  -0.344  1.689  0.819
C  0.461  0.842  1.435
C  0.652  -0.508  0.914
N  -1.056  2.598  0.419
H  -0.126  -1.689  -0.777
H  -0.643  3.407  -0.036
H  1.061  1.188  2.271
H  0.087  -1.244  1.482
H  -2.136  -1.335  0.637
H  -0.489  1.197  -1.655
H  -2.335  0.277  -0.054
H  -2.490  -1.147  -1.080
H  -0.597  -0.235  -2.650
H  0.958  0.214  -1.952
H  2.709  -0.099  0.364
H  2.181  -1.737  0.012
H  2.511  -1.289  1.672

As for the SMILES: CC(C)[C@@H](C)C=C=N. The value obtained for the frontier orbital gap is 9.3147 eV. As for the LUMO energy: 0.937 eV.

---

Entry 4:
C6H14F12N4O17S4Y | ωB97M-V with the def2-TZVPD basis set

Atoms and positions in Å:
Y  -22.189  18.951  16.789
C  -18.408  16.728  18.746
F  -18.391  17.929  19.337
F  -17.204  16.161  18.864
F  -19.257  15.943  19.420
S  -18.930  16.843  16.965
O  -19.042  15.482  16.548
O  -20.214  17.539  17.117
O  -17.918  17.652  16.323
C  -23.851  21.801  13.437
F  -23.598  20.724  12.693
F  -23.921  22.862  12.655
F  -25.029  21.593  14.044
S  -22.518  22.030  14.707
O  -22.537  20.818  15.524
O  -21.290  22.175  13.965
O  -22.956  23.227  15.394
C  -21.997  17.561  12.168
F  -22.075  18.841  11.774
F  -23.239  17.122  12.389
F  -21.448  16.877  11.166
S  -20.956  17.451  13.693
O  -19.697  18.060  13.345
O  -21.717  18.212  14.694
O  -20.845  16.057  13.987
C  -23.303  14.978  18.633
F  -23.763  13.745  18.856
F  -24.160  15.834  19.237
F  -22.117  15.089  19.222
S  -23.238  15.345  16.819
O  -22.268  14.476  16.249
O  -24.617  15.116  16.441
O  -22.863  16.768  16.817
O  -20.163  19.950  16.019
H  -19.288  19.576  15.827
H  -20.129  20.878  15.753
O  -21.584  20.820  18.209
H  -21.986  21.497  18.760
H  -20.631  20.904  18.338
O  -24.233  19.830  17.976
H  -24.649  20.656  17.704
H  -24.872  19.382  18.538
C  -25.284  18.374  15.070
O  -24.198  18.709  15.499
N  -26.390  19.194  15.050
N  -25.578  17.130  14.613
H  -27.219  18.903  14.570
H  -26.229  20.068  15.508
H  -26.541  16.859  14.557
H  -24.821  16.468  14.599
C  -22.026  18.205  20.169
O  -22.231  18.144  18.966
N  -22.930  17.741  21.078
N  -20.908  18.740  20.739
H  -23.754  17.305  20.708
H  -22.730  17.627  22.053
H  -20.750  18.545  21.710
H  -20.212  19.234  20.217

The value obtained for the frontier orbital gap is 7.4358 eV. As for the LUMO energy: 1.148 eV. As for the net charge: -1.

---

Entry 5:
C6H12N2 | ωB97M-V with the def2-TZVPD basis set

Atoms and positions in Å:
C  1.225  -0.111  1.534
N  0.521  -1.085  2.018
C  -0.153  1.104  0.063
C  -0.947  1.745  0.915
H  0.118  -0.872  2.932
H  -0.794  -1.441  0.839
H  1.853  -0.351  0.681
H  1.537  0.758  2.118
H  0.548  1.666  -0.547
H  -0.827  2.796  1.137
H  -1.664  1.215  1.529
C  -0.760  -0.260  -0.803
C  0.398  -0.880  -1.508
C  0.939  -0.395  -2.616
N  -1.422  -1.181  0.031
H  -2.287  -0.798  0.394
H  -1.445  0.215  -1.510
H  0.803  -1.766  -1.036
H  0.547  0.486  -3.104
H  1.810  -0.844  -3.066

As for the SMILES: C=CC(N)C=C.C=N. The value obtained for the frontier orbital gap is 9.2410 eV. As for the LUMO energy: 0.507 eV.

---

Entry 6:
C8H9NS | ωB97M-V with the def2-TZVPD basis set

Atoms and positions in Å:
C  -1.271  0.438  1.535
C  2.950  -0.206  -0.417
C  1.570  -0.698  -0.513
C  2.982  0.843  0.388
C  0.660  0.146  0.084
C  -1.482  -1.229  -0.172
C  -1.403  1.229  -0.917
C  -0.961  0.129  0.112
N  -1.510  0.704  2.621
S  1.473  1.381  1.009
H  3.852  -0.713  -0.812
H  1.209  -1.664  -0.926
H  3.896  1.285  0.832
H  -1.151  -1.409  -1.230
H  -2.494  -1.260  -0.220
H  -1.050  -1.986  0.560
H  -1.790  0.702  -1.774
H  -2.077  1.929  -0.519
H  -0.548  1.972  -0.941

As for the SMILES: CC(C)(C#N)c1cccs1. The value obtained for the frontier orbital gap is 9.9041 eV. As for the LUMO energy: 0.729 eV.

---

Entry 7:
C4H28BO22 | ωB97M-V with the def2-TZVPD basis set

Atoms and positions in Å:
O  2.719  0.823  1.910
C  1.701  1.255  1.471
O  0.738  0.551  1.414
B  -0.268  1.310  0.631
O  0.390  2.596  0.340
C  1.573  2.476  0.736
O  2.453  3.222  0.435
O  -1.537  1.485  1.316
C  -2.265  0.648  0.731
O  -3.473  0.437  0.931
C  -1.708  0.150  -0.430
O  -0.589  0.639  -0.629
O  -2.164  -0.687  -1.192
O  1.816  -1.686  -0.086
H  1.164  -2.292  -0.462
H  1.362  -1.237  0.578
O  0.911  0.051  -2.841
H  0.167  -0.458  -2.576
H  0.585  0.941  -2.761
O  0.696  2.921  -2.279
H  0.614  2.899  -1.327
H  -0.172  2.937  -2.626
O  -3.772  0.557  -3.179
H  -4.296  0.202  -2.472
H  -3.953  0.006  -3.945
O  5.428  0.572  1.310
H  5.627  -0.228  1.748
H  4.506  0.786  1.590
O  4.836  2.645  -0.455
H  4.137  3.281  -0.020
H  4.237  2.110  -1.044
O  -1.506  -1.860  -3.522
H  -1.931  -1.453  -2.805
H  -1.368  -1.210  -4.151
O  -4.196  -1.456  2.776
H  -4.079  -0.681  2.293
H  -3.570  -1.333  3.470
O  -5.347  -0.481  -1.327
H  -5.561  -1.346  -0.981
H  -5.117  -0.042  -0.512
O  3.471  -0.184  4.176
H  3.444  -1.122  3.933
H  3.195  0.292  3.394
O  -3.257  -2.861  0.008
H  -3.197  -2.623  0.939
H  -3.088  -2.059  -0.462
O  -0.168  -3.125  -0.978
H  -0.192  -4.013  -0.583
H  -0.934  -2.757  -0.528
O  0.779  -0.607  4.196
H  1.618  -0.121  4.263
H  1.023  -0.940  3.326
O  3.105  0.628  -1.070
H  2.538  0.704  -1.860
H  2.872  -0.288  -0.831

The value obtained for the frontier orbital gap is 7.6528 eV. As for the LUMO energy: 0.968 eV. As for the net charge: -1.

---

Repeat the fifth record exactly.
C6H12N2 | ωB97M-V with the def2-TZVPD basis set

Atoms and positions in Å:
C  1.225  -0.111  1.534
N  0.521  -1.085  2.018
C  -0.153  1.104  0.063
C  -0.947  1.745  0.915
H  0.118  -0.872  2.932
H  -0.794  -1.441  0.839
H  1.853  -0.351  0.681
H  1.537  0.758  2.118
H  0.548  1.666  -0.547
H  -0.827  2.796  1.137
H  -1.664  1.215  1.529
C  -0.760  -0.260  -0.803
C  0.398  -0.880  -1.508
C  0.939  -0.395  -2.616
N  -1.422  -1.181  0.031
H  -2.287  -0.798  0.394
H  -1.445  0.215  -1.510
H  0.803  -1.766  -1.036
H  0.547  0.486  -3.104
H  1.810  -0.844  -3.066

As for the SMILES: C=CC(N)C=C.C=N. The value obtained for the frontier orbital gap is 9.2410 eV. As for the LUMO energy: 0.507 eV.